# 1
Density functional theory data (ωB97M-V/def2-TZVPD) for a cluster of 3 separate species, C3H12N2O2 in total at a distorted geometry.

For the HOMO energy, the calculation gives -9.40 eV. Its structure (SMILES) is CC/N=C\N.O.O. As for the HOMO-LUMO gap: 0.372 hartree. The total charge is 0. The energy above the lowest of the compared OMol25 structures with the same formula, charge and spin is 31.3 kcal per mole. For the LUMO energy, the calculation gives 0.73 eV.

```
19
Properties=species:S:1:pos:R:3:forces:R:3:lowdin_charge:R:1
C -1.334520 0.138875 -0.422012 0.39 0.69 0.06 -0.11
C -1.253842 -0.874297 0.720041 0.21 0.00 0.48 -0.27
N 0.879131 0.743498 1.579164 0.18 -0.74 -0.64 0.08
C 1.014868 -0.636539 1.312195 0.13 1.06 0.83 -0.29
N 0.082165 -1.417088 0.995898 0.05 -0.39 -0.62 -0.01
H -1.766243 -0.286042 -1.319556 -0.13 -0.11 -0.13 0.06
H -0.363343 0.552768 -0.668369 0.31 -0.32 -0.11 0.05
H -1.867257 1.051999 -0.158942 -0.44 -0.22 0.11 0.07
H -1.873882 -1.727273 0.479432 -0.21 -0.17 0.07 0.09
H -1.641819 -0.459586 1.655243 -0.17 0.10 -0.06 0.10
H 0.232434 0.984580 2.308726 -0.09 0.31 -0.07 0.09
H 1.738495 1.263888 1.520088 -0.11 0.06 0.53 0.08
H 2.029359 -0.998205 1.496162 -0.12 -0.31 -0.46 0.12
H 0.879975 -2.158607 -0.858921 -0.06 0.10 -0.03 0.00
H 0.692059 -2.136351 -2.395591 -0.05 -0.06 0.07 0.03
O 1.315107 -1.929205 -1.694716 0.13 -0.02 -0.03 -0.08
H 0.182683 3.741063 -1.609433 -0.07 -0.12 -0.08 0.04
H -0.622540 2.647723 -2.334247 0.10 0.05 0.03 0.03
O -0.670029 3.293134 -1.621908 -0.02 0.08 0.05 -0.06
```
Positions in Å, forces in eV/Å.

=====

# 2
Density functional theory data (ωB97M-V/def2-TZVPD) for a structure of composition C33H38BrCl2N5O2SW at a distorted geometry.

For the HOMO energy, the calculation gives -12.72 eV. As for the HOMO-LUMO gap: 0.170 hartree. The total charge is +2. The energy above the lowest of the compared OMol25 structures with the same formula, charge and spin is 54.7 kcal per mole. For the LUMO energy, the calculation gives -8.10 eV.

```
83
Properties=species:S:1:pos:R:3:forces:R:3:lowdin_charge:R:1
W 0.286779 0.083019 0.654011 -1.86 2.07 0.39 1.27
O 4.671758 -2.687043 -1.301877 0.25 0.12 -0.07 0.07
C 3.638502 -3.567307 -1.311863 -0.55 -0.24 0.15 -0.26
C 3.818291 -4.918533 -1.583321 0.02 0.15 -0.04 0.00
C 2.731892 -5.773001 -1.593066 0.06 0.13 0.02 -0.06
C 1.459541 -5.290712 -1.326750 -0.15 -0.05 -0.06 -0.08
C 1.281055 -3.953528 -1.019032 0.20 0.00 -0.17 -0.08
C 2.362829 -3.083149 -0.997926 -0.08 0.15 0.29 -0.12
C 2.246949 -1.647863 -0.534373 1.78 -0.02 -1.03 -0.37
O 1.244286 -1.404818 0.361968 0.45 -1.99 0.00 -0.48
N 2.062613 -0.661769 -1.661274 0.23 -0.41 -0.46 0.02
N 0.979883 0.179453 -1.502576 0.18 0.22 0.54 -0.11
C -0.212956 -0.438841 -1.471736 0.43 0.05 -0.32 -0.24
C -1.478003 0.349143 -1.853274 0.04 0.40 -0.07 -0.38
Br -0.687895 2.340510 1.244883 -0.17 0.43 -0.24 0.35
C -2.155690 -0.356514 -2.995881 -0.31 0.62 -0.14 0.17
C -2.805684 0.104655 -4.140170 0.10 -0.35 0.15 -0.17
C -3.322229 -0.904442 -5.012408 0.03 -0.15 -0.06 0.04
C -3.935999 -0.593686 -6.198536 -0.11 -0.24 -0.09 -0.02
C -4.077365 0.737668 -6.583005 0.16 -0.19 0.36 0.03
C -3.630144 1.751133 -5.735682 0.09 0.27 0.31 -0.01
C -3.024839 1.455235 -4.537455 -0.02 0.47 -0.12 0.03
H 5.484448 -3.146147 -1.553554 -0.07 0.13 0.08 0.12
H 4.814848 -5.293818 -1.774376 0.07 -0.04 -0.06 0.12
H 2.887641 -6.819163 -1.801801 -0.02 -0.12 -0.03 0.11
H 0.619934 -5.967451 -1.344232 -0.11 -0.03 0.04 0.11
H 0.295180 -3.583031 -0.766171 -0.03 -0.01 0.07 0.10
H 3.219729 -1.393933 -0.064809 -0.52 -0.04 -0.04 0.13
H 2.914851 -0.148948 -1.867746 -0.29 0.04 0.25 0.13
H -0.229442 -1.514417 -1.716230 -0.14 0.34 0.39 0.14
H -2.178425 -1.433725 -2.876831 0.07 -0.18 0.00 0.15
H -3.218163 -1.937562 -4.718378 0.04 -0.15 -0.01 0.13
H -4.322790 -1.378408 -6.830309 0.03 -0.08 -0.04 0.13
H -4.550659 0.989629 -7.519140 -0.05 0.00 -0.12 0.13
H -3.778976 2.784141 -6.017205 0.02 0.02 0.03 0.13
H -2.744998 2.274345 -3.898718 0.13 0.01 0.07 0.11
Cl 2.762872 -1.291644 2.678602 0.84 -0.08 0.54 0.61
C 2.374041 -2.964620 3.118752 -0.01 -0.09 0.15 -0.90
Cl 1.013613 -3.574540 2.172961 0.21 -0.81 0.34 0.60
H 2.098511 -2.976703 4.172267 0.08 -0.02 -0.19 0.04
H 3.258487 -3.566661 2.916592 -0.23 0.03 0.05 0.04
C -1.104813 1.818667 -2.097282 -0.03 0.19 -0.10 -0.06
C -2.424082 0.162198 -0.667464 0.19 -0.81 0.69 -0.22
C -3.804793 0.352279 -0.756298 0.11 -0.01 0.01 0.03
C -4.617716 0.003548 0.296390 0.33 -0.19 0.36 0.07
C -4.047540 -0.524773 1.475863 0.33 0.13 -0.46 -0.13
C -4.793709 -0.945642 2.592017 -0.04 -0.07 0.34 0.00
C -4.161613 -1.314648 3.755410 -0.51 0.11 -0.33 -0.03
C -2.772658 -1.237335 3.868719 0.46 0.20 -0.58 -0.05
C -2.012350 -0.880217 2.772438 0.42 0.15 -0.11 -0.52
S -0.263246 -0.757277 2.856301 0.28 0.15 -0.32 0.65
C -2.629207 -0.573729 1.544657 -0.24 0.13 0.14 -0.23
N -1.833656 -0.282783 0.463486 -0.86 0.18 -0.36 -0.07
H -1.951388 2.476094 -1.914812 -0.05 0.08 0.01 0.09
H -0.758177 1.936994 -3.120896 0.09 0.03 -0.05 0.10
H -0.282748 2.131456 -1.444659 -0.43 -0.12 -0.25 0.02
H -4.215132 0.761561 -1.664674 -0.13 0.05 -0.11 0.12
H -5.687910 0.135310 0.241443 -0.12 -0.02 -0.07 0.14
H -5.869456 -0.957896 2.520192 -0.14 0.01 0.04 0.13
H -4.740925 -1.639751 4.604071 -0.11 0.00 0.09 0.12
H -2.283225 -1.441082 4.807417 0.06 -0.10 0.11 0.12
C 1.815128 5.194357 2.792879 0.09 0.00 0.13 -0.06
C 2.796760 4.066889 3.135896 -0.02 0.55 -0.03 -0.18
N 2.373275 2.772953 2.606939 0.01 -0.10 -0.28 -0.07
C 1.881379 1.836958 3.609465 -0.31 -0.59 0.20 -0.25
C 0.742907 2.342917 4.496802 0.09 -0.09 -0.18 -0.08
C 2.578602 2.433040 1.350246 -0.22 -0.56 -0.02 -0.41
C 3.375793 3.367066 0.491075 0.22 0.05 -0.04 0.03
N 2.127486 1.296907 0.791973 0.23 -0.13 -0.38 -0.07
H 1.746577 5.884580 3.628369 -0.03 0.12 0.05 0.08
H 0.821802 4.799884 2.591639 -0.05 -0.03 0.03 0.06
H 2.137327 5.769018 1.929403 0.00 0.02 -0.11 0.07
H 2.868624 3.954595 4.216165 0.04 -0.07 -0.08 0.12
H 3.795039 4.321209 2.778419 -0.03 -0.13 0.09 0.12
H 2.744036 1.580884 4.233511 -0.03 -0.01 -0.06 0.13
H 1.559609 0.925220 3.098918 0.26 0.40 0.27 -0.04
H 0.783201 3.414649 4.652580 0.02 0.17 0.10 0.07
H 0.814261 1.862719 5.468771 -0.01 -0.03 0.07 0.09
H -0.229748 2.102617 4.076717 -0.06 0.01 -0.09 0.02
H 4.352124 3.564175 0.932981 0.01 0.02 -0.01 0.10
H 2.858049 4.319221 0.394368 -0.04 0.04 -0.02 0.09
H 3.534316 2.964648 -0.507422 -0.10 -0.04 0.05 0.09
H 2.603516 1.225567 -0.112344 -0.49 -0.02 0.37 0.05
```
Positions in Å, forces in eV/Å.